The following is a DFT calculation (wB97M-V/def2-TZVPD) of a 5-piece molecular cluster, C15H31FN6O8PS overall.

Summary:
E_HOMO = -11.46 eV
orbital gap = 7.519 eV

The geometry in ORCA input format:
```
! wB97M-V def2-TZVPD RIJCOSX def2/J DEFGRID3
* xyz 1 1
C 7.8066 0.7574 -1.4866
C 6.8298 1.4210 -1.2777
C 5.5993 2.1923 -1.0553
C 4.5447 1.3647 -0.2850
C 3.1182 1.6285 -0.8254
P 2.0150 0.2193 -0.8099
F 1.9959 -0.3059 -2.2742
C 0.3372 0.6499 -0.3899
C -0.7016 -0.3615 -0.9461
C -1.9843 0.3185 -1.4108
C -2.8418 0.8871 -0.2751
C -4.3359 0.7402 -0.5470
N -4.6928 1.5931 -1.6962
N 2.5494 -1.0273 0.1418
C 3.1415 -1.9603 -0.4247
S 3.7971 -3.1802 -1.0708
H 8.5702 0.0528 -1.7174
H 5.8624 3.0685 -0.4662
H 5.2466 2.5220 -2.0339
H 4.5802 1.6744 0.7571
H 4.8255 0.3140 -0.3376
H 2.6520 2.4688 -0.3091
H 3.1880 1.9236 -1.8776
H 0.3152 0.6122 0.7057
H 0.1497 1.6874 -0.6709
H -0.3008 -0.9166 -1.7989
H -0.9029 -1.1097 -0.1784
H -2.5705 -0.4414 -1.9373
H -1.7455 1.0745 -2.1627
H -2.6052 0.3852 0.6692
H -2.6611 1.9541 -0.1135
H -4.5772 -0.3185 -0.7142
H -4.9161 1.0684 0.3126
H -5.6922 1.5180 -1.8547
H -4.2679 1.2040 -2.5328
C -4.5065 0.8628 4.1677
N -4.9815 0.3649 2.8480
O -4.4308 -0.6094 2.3690
O -5.8962 0.9682 2.3314
H -3.6947 0.2277 4.5012
H -4.1796 1.8889 4.0273
H -5.3492 0.8204 4.8509
C -6.7661 -2.4633 1.0798
N -7.4539 -3.7643 0.8546
O -8.4795 -3.9762 1.4641
O -6.9281 -4.5271 0.0707
H -7.3410 -1.8882 1.7960
H -5.7726 -2.6811 1.4571
H -6.7103 -1.9539 0.1228
C 0.8906 -3.8324 -3.0384
N -0.3772 -3.6462 -3.7962
O -0.9353 -2.5697 -3.6819
O -0.7592 -4.5746 -4.4644
H 1.0839 -2.9107 -2.5027
H 0.7533 -4.6662 -2.3558
H 1.6799 -4.0462 -3.7535
C 7.3908 2.4813 3.4313
N 6.1196 3.1043 2.9700
O 5.2429 3.2880 3.7810
O 6.0464 3.3913 1.7871
H 7.3077 2.2847 4.4933
H 7.5268 1.5648 2.8647
H 8.1908 3.1839 3.2184
*
```

---

The following is a DFT calculation (wB97M-V/def2-TZVPD) of C15H31FP2Pd as an isolated structure.

Summary:
⟨S²⟩ = 2.004
ΔE to the lowest compared entry with this formula, charge and spin = 9.2 kcal per mole
E_HOMO (spin up / spin down) = -6.35 / -8.24 eV
orbital gap (spin up / spin down) = 6.617 / 7.945 eV

The geometry in ORCA input format:
```
! wB97M-V def2-TZVPD RIJCOSX def2/J DEFGRID3
* xyz 0 3
P -1.3391 -3.0888 -4.8557
P -0.3876 0.3067 -5.0898
C -1.7300 -1.6661 -6.1361
C -0.4133 -1.0036 -6.4108
H -2.3863 -0.9116 -5.6327
H -2.3540 -2.0595 -6.9532
H 0.4623 -1.6432 -6.2293
H -0.2957 -0.6059 -7.4239
C -1.3222 1.6708 -6.0374
H -0.8010 2.6373 -5.8825
H -2.3651 1.7805 -5.7050
H -1.3141 1.4444 -7.1227
C 1.1362 1.0436 -5.9909
H 0.9939 0.9733 -7.0791
H 2.0734 0.5121 -5.8270
H 1.3078 2.1088 -5.7642
C -2.1446 -4.3888 -5.8890
H -1.7197 -5.4184 -5.8116
H -1.7992 -3.9206 -6.8605
H -3.2442 -4.2816 -5.8741
C 0.4211 -3.6561 -4.8025
H 0.9579 -2.7476 -4.5088
H 0.7488 -4.0449 -5.7983
H 0.5052 -4.4693 -4.0454
Pd -2.3493 -1.8181 -3.5884
C 0.9365 3.7185 -3.5418
C -0.3123 3.3138 -3.1900
C -0.6571 2.2105 -2.2284
C 0.5324 1.5246 -1.4935
C 1.6812 0.7783 -2.1009
C 2.4453 1.0159 -3.1933
C 3.0947 2.3437 -3.5579
C 2.2975 3.5212 -2.9616
C -1.1798 -2.7850 -2.2342
H 0.9681 4.3445 -4.4268
H -1.1940 3.7778 -3.6706
H -1.2750 1.4692 -2.7947
H -1.2933 2.5900 -1.3925
H 0.9581 2.2509 -0.7707
H 0.0009 0.7831 -0.8696
H 2.1121 0.2243 -1.2573
H 2.6518 0.1711 -3.8738
H 3.0772 2.3821 -4.6574
H 4.1851 2.4606 -3.2945
H 2.3057 3.4492 -1.8608
H 2.8609 4.4172 -3.2762
H -0.5338 -1.9539 -1.9190
H -0.5689 -3.6577 -2.4838
H -1.9432 -3.0825 -1.4871
F -3.7838 -0.7402 -2.6308
*
```

---

The following is a DFT calculation (wB97M-V/def2-TZVPD) of C15H31FeNO3P2 as an isolated structure.

Summary:
⟨S²⟩ = 6.064
ΔE to the lowest compared entry with this formula, charge and spin = 0.0 kcal per mole
E_HOMO (spin up / spin down) = -6.04 / -6.33 eV
orbital gap (spin up / spin down) = 5.720 / 5.968 eV

The geometry in ORCA input format:
```
! wB97M-V def2-TZVPD RIJCOSX def2/J DEFGRID3
* xyz 0 5
P -0.4638 -2.1215 -4.2457
P 0.3926 0.9893 -5.7375
C -0.7246 -1.5673 -5.9733
C 0.2798 -0.6063 -6.5773
H -1.7623 -1.1999 -5.9759
H -0.6564 -2.5232 -6.4997
H 1.2822 -1.0535 -6.6286
H -0.0370 -0.3631 -7.6020
C -1.2476 1.7143 -5.8807
H -1.4282 2.5411 -5.1878
H -2.0277 0.9560 -5.7213
H -1.3942 2.0993 -6.8966
C 1.3691 1.8476 -7.0296
H 0.7213 1.7963 -7.9243
H 2.2941 1.3010 -7.2476
H 1.6197 2.9031 -6.8160
C -1.8025 -3.5586 -4.7152
H -1.9665 -4.3577 -3.9595
H -1.6065 -4.0295 -5.6830
H -2.7634 -3.0304 -4.7604
C 1.4336 -2.6288 -4.3114
H 2.1237 -1.7707 -4.4760
H 1.5825 -3.3207 -5.1708
H 1.7133 -3.0896 -3.3348
Fe -0.4044 -3.9749 -3.3099
C 0.7769 3.1546 -1.1573
C -0.5497 3.1226 -1.3519
C -1.2210 2.7330 -2.6436
C -1.1483 1.1976 -2.9366
C 0.2371 0.8499 -3.0764
C 1.2017 1.3362 -4.0570
C 1.7326 2.7128 -3.5830
C 1.8987 2.6800 -2.0167
C -0.7044 -3.8269 -1.3039
H 1.1399 3.6115 -0.2439
H -1.2443 3.4027 -0.5527
H -0.6729 3.2117 -3.4611
H -2.2769 3.0319 -2.7068
H -1.5550 0.5843 -2.1278
H -1.7859 0.9452 -3.7991
H 0.5209 -0.0667 -2.5291
H 2.0511 0.6213 -4.0769
H 1.1256 3.5565 -3.9219
H 2.7261 2.9014 -4.0136
H 2.1576 1.6457 -1.7424
H 2.8082 3.2672 -1.7843
H 0.1833 -3.4218 -0.8415
H -0.5756 -4.9479 -1.3528
H -1.5777 -3.6316 -0.6804
O -0.8582 -1.7192 0.9096
N -0.4584 -1.3243 -0.2252
O 0.6375 -0.7039 -0.3979
O -1.1953 -1.5669 -1.2770
*
```

---

The following is a DFT calculation (wB97M-V/def2-TZVPD) of C15H31HgNO3P2 as an isolated structure.

Summary:
ΔE to the lowest compared entry with this formula, charge and spin = 104.7 kcal per mole
E_HOMO (spin up / spin down) = -6.13 / -5.78 eV
orbital gap (spin up / spin down) = 5.660 / 5.090 eV

The geometry in ORCA input format:
```
! wB97M-V def2-TZVPD RIJCOSX def2/J DEFGRID3
* xyz 0 1
P 0.1865 1.5024 1.7424
P -1.6665 0.0574 -1.0938
C -1.1951 2.1295 0.7373
C -2.2055 1.0633 0.3277
H -0.7882 2.6887 -0.1190
H -1.6978 2.8391 1.4172
H -2.4865 0.3930 1.1655
H -3.1164 1.5747 -0.0195
C -2.6657 0.7550 -2.4547
H -2.6172 0.0816 -3.3194
H -2.2935 1.7454 -2.7409
H -3.7094 0.8348 -2.1237
C -2.3717 -1.5623 -0.9261
H -3.3909 -1.6077 -1.3407
H -2.4471 -1.8154 0.1691
H -1.7359 -2.2551 -1.4907
C 0.8962 3.1093 2.2582
H 1.6489 2.9148 3.0356
H 0.0935 3.7518 2.6513
H 1.3823 3.5989 1.3981
C -0.4693 0.7783 3.2327
H -1.4453 0.3070 3.0490
H -0.6000 1.5999 3.9572
H 0.2397 0.0435 3.6377
Hg -1.1229 -3.1538 1.2142
C 0.1439 0.6538 -1.8460
C 0.8586 1.8686 -1.6668
C 2.3076 1.8501 -1.9988
C 3.3004 1.4071 -0.8451
C 2.7376 1.6248 0.4581
C 1.7038 0.7927 0.9747
C 1.1894 -0.5499 0.2116
C 0.9697 -0.5600 -1.2876
C 0.5703 -4.1425 2.1507
H -0.1185 0.4426 -2.9117
H 0.3370 2.8290 -1.7069
H 2.5994 2.8991 -2.2178
H 2.4712 1.2211 -2.9063
H 3.6112 0.3734 -1.0333
H 4.1511 2.0940 -0.8899
H 3.3104 2.1990 1.1715
H 2.0946 0.3280 1.8974
H 0.2858 -0.8927 0.7682
H 1.9216 -1.3405 0.4684
H 1.9491 -0.5901 -1.7575
H 0.5022 -1.5188 -1.5857
H -0.0573 -4.7177 2.8475
H 1.3303 -3.5034 2.6941
H 1.0177 -4.8274 1.3997
O -0.1505 -4.9509 -1.4527
N -1.3792 -4.8463 -1.7073
O -1.8861 -5.0953 -2.8292
O -2.1934 -4.4220 -0.7636
*
```

---

The following is a DFT calculation (wB97M-V/def2-TZVPD) of C15H31InNO7 as an isolated structure.

Summary:
E_HOMO = 2.11 eV
orbital gap = 1.644 eV

The geometry in ORCA input format:
```
! wB97M-V def2-TZVPD RIJCOSX def2/J DEFGRID3
* xyz -3 1
In 3.4658 0.0504 -0.2573
O 0.1736 -4.1850 -1.9198
C -0.5195 -5.4393 -1.6391
C -1.4456 -6.1065 -2.7509
O -1.0999 -6.0973 -4.1147
H -1.0945 -5.4317 -0.7132
H 0.2204 -6.2116 -1.4290
H -2.3854 -5.5799 -2.5850
H -1.6574 -7.1293 -2.4392
O 5.8769 -1.7890 -4.2619
C 7.2513 -2.1007 -4.2341
C 7.9821 -2.3650 -2.7866
O 7.8062 -1.4309 -1.6855
H 7.8862 -1.3805 -4.7501
H 7.4671 -2.9469 -4.8865
H 9.0531 -2.3564 -2.9891
H 7.7145 -3.3231 -2.3409
O 0.3381 2.5549 -7.4740
C 0.3855 3.6233 -6.5809
C 0.2378 3.5673 -5.0262
O 0.5619 2.3938 -4.3209
H -0.0539 4.5446 -6.9635
H 1.4330 3.8725 -6.7508
H -0.8299 3.6462 -4.8218
H 0.6807 4.4754 -4.6173
C -1.2485 3.5481 1.9590
C -1.8650 2.3369 2.6392
C -2.9200 1.8357 1.5834
C -3.6553 0.6537 2.0398
C -2.6818 -0.4564 2.4395
C -1.5847 0.0184 3.4628
N -0.9338 1.3003 2.9096
O 0.1230 1.6787 3.7237
C -2.1389 0.0871 4.8996
C -0.4973 -1.0750 3.4608
C -2.5086 2.9277 3.8840
H -0.5143 3.9738 2.6430
H -1.9574 4.3324 1.6935
H -0.8170 3.2560 1.0016
H -3.6741 2.6216 1.5424
H -2.4044 1.6507 0.6410
H -4.3756 0.2780 1.3131
H -4.4171 0.8879 2.7835
H -2.2634 -0.8769 1.5251
H -3.3244 -1.2564 2.8074
H -1.6228 0.7672 5.5773
H -3.2093 0.2924 4.9059
H -2.0121 -0.8565 5.4303
H 0.3627 -0.9605 4.1206
H -0.9827 -1.9976 3.7793
H -0.0822 -1.1937 2.4600
H -3.3239 2.4188 4.3981
H -2.9910 3.8489 3.5571
H -1.7132 3.2615 4.5504
H -0.2151 1.8419 4.6073
*
```

---

The following is a DFT calculation (wB97M-V/def2-TZVPD) of C15H31NO3OsP2 as an isolated structure.

Summary:
⟨S²⟩ = 6.127
ΔE to the lowest compared entry with this formula, charge and spin = 94.5 kcal per mole
E_HOMO (spin up / spin down) = -13.08 / -14.31 eV
orbital gap (spin up / spin down) = 5.144 / 5.538 eV

The geometry in ORCA input format:
```
! wB97M-V def2-TZVPD RIJCOSX def2/J DEFGRID3
* xyz 2 5
P 0.0785 -2.5095 -3.9500
P -0.1565 1.5386 -5.7306
C -0.3897 -1.1751 -6.3287
C 0.3593 0.0530 -6.6801
H -1.4710 -1.0832 -6.1632
H -0.1061 -2.0869 -6.8723
H 1.4498 -0.1055 -6.5567
H 0.1579 0.3148 -7.7252
C -1.6145 2.3939 -6.2874
H -1.8611 3.1878 -5.5802
H -2.4728 1.7318 -6.3433
H -1.4256 2.8296 -7.2629
C 1.0823 2.8390 -5.5837
H 0.9506 3.5007 -6.4494
H 2.1143 2.4696 -5.6249
H 0.9462 3.4122 -4.6588
C -1.4204 -3.2489 -4.6662
H -1.8092 -4.0408 -4.0287
H -1.1387 -3.6532 -5.6363
H -2.2075 -2.5093 -4.8377
C 1.4977 -3.0078 -5.0011
H 2.1598 -2.1316 -5.1353
H 1.0785 -3.3243 -5.9726
H 1.9777 -3.8414 -4.4781
Os -0.1248 -3.0680 -1.9544
C 1.1155 1.8822 -1.6239
C -0.2435 1.9713 -1.5935
C -1.4696 2.3909 -2.4480
C -1.9457 1.2440 -3.3160
C -0.8041 0.8976 -4.2832
C 0.3393 0.6272 -3.4428
C 1.7817 0.6292 -3.7178
C 2.2093 1.6736 -2.6578
C 1.4461 -2.5823 -0.6880
H 1.5645 2.3429 -0.7333
H -0.6463 2.0002 -0.5540
H -1.3703 3.3005 -3.0561
H -2.2704 2.6899 -1.7587
H -2.0944 0.3646 -2.6507
H -2.8674 1.4794 -3.8458
H -1.1311 -0.1111 -4.6296
H 0.0666 -0.0649 -2.6239
H 2.1781 0.8752 -4.7213
H 2.1828 -0.3680 -3.4410
H 3.0644 1.2650 -2.1158
H 2.6072 2.5598 -3.1534
H 1.5197 -1.4880 -0.6942
H 2.3742 -3.0316 -1.1215
H 1.1881 -3.0307 0.3001
O -2.6786 -1.0939 0.5986
N -1.6311 -1.2418 0.0092
O -0.6449 -0.5472 -0.1589
O -1.5944 -2.8103 -0.9868
*
```

---

The following is a DFT calculation (wB97M-V/def2-TZVPD) of C15H31NO3OsP2 as an isolated structure.

Summary:
⟨S²⟩ = 6.036
ΔE to the lowest compared entry with this formula, charge and spin = 4.4 kcal per mole
E_HOMO (spin up / spin down) = -14.18 / -14.39 eV
orbital gap (spin up / spin down) = 5.726 / 4.912 eV

The geometry in ORCA input format:
```
! wB97M-V def2-TZVPD RIJCOSX def2/J DEFGRID3
* xyz 2 5
P -0.2770 -0.5589 -2.3750
P -1.3299 -1.8077 0.5822
C -1.2375 -2.1496 -2.2019
C -2.1749 -2.2034 -1.0006
H -0.5004 -2.9644 -2.1698
H -1.8107 -2.2332 -3.1367
H -3.0313 -1.5184 -1.1168
H -2.5615 -3.2252 -0.8593
C -0.6282 -3.4319 1.0011
H -0.1470 -3.3913 1.9854
H 0.1086 -3.7487 0.2533
H -1.4638 -4.1425 1.0304
C -2.7759 -1.7030 1.6709
H -3.2054 -2.7134 1.7293
H -3.5176 -1.0025 1.2620
H -2.4682 -1.3700 2.6718
C 0.6808 -1.0617 -3.8325
H 1.3618 -0.2615 -4.1392
H -0.0386 -1.2719 -4.6350
H 1.2536 -1.9669 -3.5968
C -1.6003 0.4240 -3.1521
H -2.4607 0.5550 -2.4857
H -1.9133 -0.1272 -4.0459
H -1.2123 1.4050 -3.4444
Os 1.6321 2.1273 0.6533
C 0.0394 1.7437 2.2224
C 1.0599 0.7740 2.3489
C 1.1582 -0.5686 1.6876
C 1.6108 -0.6959 0.1884
C 1.4314 0.4568 -0.7503
C 0.2886 1.4292 -0.7872
C -0.9807 1.1185 -0.0515
C -1.1860 1.7072 1.3582
C 1.6774 4.0949 0.8653
H 0.0280 2.4934 3.0177
H 1.6426 0.8319 3.2758
H 0.1993 -1.1037 1.8708
H 1.9089 -1.1462 2.2562
H 2.6866 -0.9540 0.2037
H 1.1320 -1.5976 -0.2306
H 2.1245 0.4640 -1.6000
H 0.2124 2.0368 -1.6935
H -1.0159 -0.0081 0.0432
H -1.8471 1.4017 -0.6635
H -1.5628 2.7387 1.2592
H -1.9890 1.1377 1.8545
H 1.4689 4.3598 1.9147
H 0.9078 4.5296 0.2054
H 2.6738 4.4636 0.5696
O 5.0976 1.8942 2.8265
N 3.9473 2.2058 2.6248
O 3.1395 2.7797 3.3306
O 3.4643 1.7543 1.2053
*
```

---

The following is a DFT calculation (wB97M-V/def2-TZVPD) of C15H32AuBF4N4O2PSe2 as an isolated structure.

Summary:
ΔE to the lowest compared entry with this formula, charge and spin = 0.0 kcal per mole
E_HOMO = -3.52 eV
orbital gap = 5.229 eV

The geometry in ORCA input format:
```
! wB97M-V def2-TZVPD RIJCOSX def2/J DEFGRID3
* xyz -1 1
Au -1.4006 -0.2293 0.2026
O -3.1356 -2.8271 4.8879
C -2.0452 -3.4737 4.2374
C -1.6452 -2.7048 2.9629
C -0.4993 -3.5648 2.3911
O 0.1063 -3.1504 1.1878
C -1.2343 -1.2998 3.4708
Se -0.1780 -0.0682 2.3777
C -2.9029 -2.7014 2.0655
Se -2.7812 -2.4173 0.1057
H -3.3640 -3.3364 5.6695
H -2.3251 -4.4986 3.9626
H -1.1806 -3.5223 4.9130
H -0.9002 -4.5831 2.2628
H 0.2980 -3.6190 3.1412
H -0.6321 -2.9738 0.5663
H -0.6485 -1.4281 4.3847
H -2.1424 -0.7716 3.7501
H -3.6170 -1.9869 2.4667
H -3.3685 -3.6879 2.1402
F -1.8342 4.9298 1.1459
B -1.9133 3.9698 0.1237
F -0.5782 3.6489 -0.3007
F -2.5969 4.4815 -1.0068
F -2.5465 2.8119 0.5695
C 3.0513 0.1950 1.0229
N 2.7470 1.6162 0.5369
C 3.7438 1.9861 -0.5384
N 3.7263 1.0454 -1.6170
C 4.0113 -0.2963 -1.0915
N 3.0707 -0.7127 -0.0737
C 1.7140 -0.9987 -0.5806
P 1.0013 0.5310 -1.3004
C 1.3360 1.7802 0.0320
C 2.4438 1.0479 -2.3497
H 2.2730 -0.0766 1.7459
H 4.0350 0.2514 1.4948
H 2.8496 2.2456 1.3355
H 4.7287 1.9876 -0.0675
H 3.4922 2.9861 -0.8906
H 5.0163 -0.2884 -0.6612
H 3.9887 -1.0040 -1.9191
H 1.1089 -1.3775 0.2458
H 1.7561 -1.7596 -1.3615
H 0.6387 1.6831 0.8674
H 1.2346 2.7893 -0.3759
H 2.2382 2.0580 -2.7160
H 2.5299 0.3965 -3.2216
C -2.6001 1.1911 -2.4968
C -1.1697 1.0400 -3.0082
C -1.1589 0.1450 -4.2495
C -0.6116 2.4263 -3.3491
N -0.3580 0.3670 -1.9858
H -3.2374 1.6064 -3.2814
H -2.6312 1.8588 -1.6342
H -2.9963 0.2149 -2.2103
H -1.7962 0.5655 -5.0298
H -1.5252 -0.8490 -3.9882
H -0.1423 0.0476 -4.6422
H -1.2471 2.9191 -4.0868
H 0.3916 2.3348 -3.7823
H -0.5874 3.0494 -2.4500
*
```